# 1
{
  "formula": "C4H11N3",
  "method": "wB97M-V/def2-TZVPD",
  "symbols": ["H", "N", "C", "N", "N", "C", "C", "C", "H", "H", "H", "H", "H", "H", "H", "H", "H", "H"],
  "positions_angstrom": [[2.624, 0.557, 1.655], [2.300, -0.347, 1.999], [1.289, -0.724, 1.307], [0.780, -1.984, 1.576], [0.736, -0.013, 0.249], [-0.373, -0.513, -0.541], [-0.910, 0.560, -1.494], [-1.453, 1.763, -0.724], [1.508, -2.530, 1.993], [-0.052, -2.296, 1.113], [1.417, 0.544, -0.240], [-1.221, -0.783, 0.075], [-0.048, -1.412, -1.070], [-0.166, 0.868, -2.224], [-1.699, 0.050, -2.045], [-0.636, 2.443, -0.469], [-1.959, 1.469, 0.183], [-2.138, 2.350, -1.343]],
  "relative_energy_ev": 0.903,
  "smiles": "[H]/N=C(/N)NCCC",
  "total_charge": 0,
  "multiplicity": 1,
  "homo_ev": -8.535
}

=====

# 2
{
  "formula": "C55H49F6GeN2NiPSb2",
  "method": "wB97M-V/def2-TZVPD",
  "symbols": ["Ni", "C", "C", "C", "C", "C", "C", "P", "C", "C", "C", "C", "C", "C", "C", "C", "C", "C", "C", "C", "H", "H", "H", "H", "H", "H", "H", "H", "H", "H", "H", "H", "H", "H", "F", "Sb", "F", "F", "F", "F", "F", "C", "C", "C", "C", "C", "C", "Sb", "C", "C", "C", "C", "C", "C", "C", "C", "C", "C", "C", "C", "H", "H", "H", "H", "H", "H", "H", "H", "H", "H", "H", "H", "H", "H", "H", "C", "Ge", "C", "C", "C", "C", "C", "C", "C", "C", "C", "C", "C", "C", "C", "C", "C", "C", "C", "C", "H", "H", "H", "H", "H", "H", "H", "H", "H", "H", "H", "H", "H", "H", "H", "H", "N", "N", "H", "H", "H", "H"],
  "positions_angstrom": [[-0.079, 1.151, -2.612], [6.185, 3.712, 2.242], [5.753, 2.412, 2.325], [4.889, 1.929, 1.377], [4.424, 2.695, 0.293], [4.848, 4.008, 0.260], [5.673, 4.530, 1.230], [3.266, 2.002, -0.905], [3.530, 0.196, -0.650], [2.463, -0.541, -0.077], [2.488, -1.937, -0.005], [3.588, -2.619, -0.532], [4.579, -1.928, -1.150], [4.530, -0.543, -1.244], [1.719, 2.368, -0.036], [1.768, 2.838, 1.277], [0.606, 3.181, 1.944], [-0.619, 2.964, 1.318], [-0.641, 2.437, -0.007], [0.507, 2.135, -0.705], [6.794, 4.125, 3.033], [6.140, 1.806, 3.143], [4.580, 0.922, 1.414], [4.557, 4.649, -0.560], [5.938, 5.559, 1.261], [1.637, 0.039, 0.322], [1.729, -2.516, 0.489], [3.656, -3.708, -0.496], [5.426, -2.548, -1.548], [5.392, -0.083, -1.782], [2.718, 3.065, 1.713], [0.621, 3.553, 2.983], [-1.534, 3.060, 1.854], [-1.584, 2.388, -0.471], [2.051, -0.134, -3.805], [2.388, -1.721, -4.815], [3.030, -2.766, -3.369], [0.615, -2.245, -4.499], [2.802, -3.198, -5.913], [1.761, -0.878, -6.393], [4.142, -0.933, -5.103], [2.198, 2.008, 7.638], [2.961, 0.908, 7.271], [2.746, 0.253, 6.082], [1.719, 0.690, 5.242], [0.912, 1.768, 5.651], [1.143, 2.453, 6.810], [0.987, -0.371, 3.513], [-0.629, -1.344, 4.549], [-0.980, -1.074, 5.871], [-2.093, -1.703, 6.481], [-2.750, -2.683, 5.789], [-2.412, -2.931, 4.479], [-1.371, -2.303, 3.879], [2.468, -1.906, 3.921], [2.291, -2.911, 4.869], [3.357, -3.720, 5.205], [4.608, -3.574, 4.574], [4.756, -2.560, 3.636], [3.715, -1.723, 3.350], [2.457, 2.499, 8.538], [3.735, 0.599, 7.973], [3.373, -0.605, 5.828], [-0.016, 2.024, 5.099], [0.470, 3.239, 7.083], [-0.313, -0.441, 6.460], [-2.344, -1.412, 7.473], [-3.640, -3.136, 6.202], [-2.941, -3.724, 3.934], [-1.115, -2.573, 2.897], [1.338, -3.063, 5.253], [3.191, -4.476, 5.976], [5.393, -4.285, 4.795], [5.694, -2.423, 3.109], [3.921, -1.024, 2.549], [-1.799, 1.940, -3.184], [-3.352, 0.931, -3.856], [-4.747, 1.705, -5.072], [-4.927, 1.261, -6.363], [-5.975, 1.653, -7.170], [-6.911, 2.528, -6.648], [-6.720, 3.070, -5.392], [-5.672, 2.636, -4.587], [-2.770, -0.629, -4.910], [-3.576, -1.804, -4.923], [-3.355, -2.842, -5.793], [-2.276, -2.828, -6.670], [-1.360, -1.764, -6.644], [-1.643, -0.682, -5.778], [-4.560, 0.214, -2.402], [-5.878, -0.082, -2.693], [-6.788, -0.478, -1.695], [-6.319, -0.655, -0.393], [-5.018, -0.242, -0.100], [-4.108, 0.144, -1.094], [-1.894, 3.024, -3.052], [-4.224, 0.526, -6.715], [-6.002, 1.239, -8.163], [-7.765, 2.850, -7.211], [-7.451, 3.719, -4.896], [-5.581, 3.000, -3.568], [-4.452, -1.805, -4.310], [-4.050, -3.706, -5.881], [-2.172, -3.692, -7.322], [-0.499, -1.759, -7.234], [-1.009, 0.197, -5.718], [-6.223, -0.052, -3.723], [-7.866, -0.580, -1.892], [-6.945, -0.978, 0.421], [-4.630, -0.226, 0.905], [-3.141, 0.499, -0.785], [-0.820, -1.157, -0.885], [-0.283, -0.886, -2.170], [-1.822, -1.023, -0.853], [-0.491, -0.395, -0.306], [-0.767, -1.513, -2.824], [0.675, -1.260, -2.231]],
  "s_squared": 3.76,
  "total_charge": -1,
  "multiplicity": 4,
  "homo_ev": [-5.781, -5.779]
}

=====

# 3
{
  "formula": "C18H44INO21P2S5Si2",
  "method": "wB97M-V/def2-TZVPD",
  "symbols": ["C", "C", "C", "C", "Si", "I", "O", "Si", "P", "C", "C", "C", "C", "P", "N", "H", "H", "H", "H", "H", "H", "H", "H", "H", "H", "H", "H", "H", "H", "H", "H", "H", "H", "H", "H", "H", "H", "H", "H", "C", "C", "O", "S", "O", "O", "O", "H", "H", "H", "H", "C", "C", "O", "S", "O", "O", "O", "H", "H", "H", "H", "C", "C", "O", "S", "O", "O", "O", "H", "H", "H", "H", "C", "C", "O", "S", "O", "O", "O", "H", "H", "H", "H", "C", "C", "O", "S", "O", "O", "O", "H", "H", "H", "H"],
  "positions_angstrom": [[-3.710, 1.654, 0.524], [-2.393, 2.482, 0.614], [-1.099, 1.709, 0.211], [-1.113, 0.218, 0.657], [0.575, -0.646, 0.521], [2.077, 0.870, -0.762], [1.198, -1.034, 2.043], [2.821, -0.599, 2.336], [3.613, -1.446, 4.225], [2.276, -2.221, 5.277], [2.379, -3.778, 5.166], [4.537, -0.116, 5.171], [5.388, 0.649, 4.120], [0.389, -2.452, -0.810], [0.327, -1.866, -2.295], [-3.573, 0.828, -0.184], [-4.487, 2.300, 0.104], [-3.962, 1.278, 1.517], [-2.471, 3.334, -0.073], [-2.265, 2.902, 1.620], [-0.977, 1.769, -0.874], [-0.277, 2.179, 0.762], [-1.443, 0.221, 1.708], [-1.851, -0.382, 0.107], [3.653, -1.119, 1.237], [2.879, 0.873, 2.437], [2.536, -1.975, 6.315], [1.267, -1.840, 5.095], [2.914, -4.142, 6.055], [1.406, -4.280, 5.151], [3.002, -4.052, 4.311], [5.149, -0.559, 5.957], [3.797, 0.605, 5.541], [4.776, 1.412, 3.632], [6.191, 1.196, 4.628], [5.838, -0.037, 3.392], [1.553, -3.249, -0.649], [-0.794, -3.185, -0.525], [-0.530, -2.155, -2.760], [4.610, -7.450, 4.292], [4.890, -8.078, 2.942], [4.971, -6.970, 2.040], [5.576, -5.695, 2.812], [6.965, -5.614, 2.537], [4.704, -4.598, 2.617], [5.391, -6.251, 4.308], [3.558, -7.174, 4.392], [4.894, -8.098, 5.118], [4.109, -8.767, 2.632], [5.854, -8.593, 2.936], [-8.019, 5.756, -0.671], [-7.444, 4.603, -1.466], [-7.233, 3.567, -0.495], [-8.357, 3.669, 0.646], [-9.391, 2.744, 0.351], [-7.712, 3.702, 1.907], [-8.888, 5.144, 0.291], [-7.238, 6.296, -0.131], [-8.574, 6.452, -1.295], [-6.516, 4.858, -1.960], [-8.157, 4.236, -2.204], [8.914, -1.833, 0.141], [8.220, -2.021, 1.474], [8.636, -0.894, 2.257], [8.854, 0.375, 1.294], [7.681, 1.174, 1.330], [10.145, 0.905, 1.537], [8.870, -0.422, -0.102], [9.961, -2.139, 0.191], [8.418, -2.371, -0.663], [8.497, -2.951, 1.964], [7.133, -1.978, 1.367], [-8.737, 2.156, -5.884], [-7.740, 1.122, -5.405], [-6.473, 1.785, -5.465], [-6.670, 3.350, -5.158], [-6.377, 3.581, -3.785], [-6.058, 4.087, -6.189], [-8.274, 3.395, -5.337], [-8.731, 2.240, -6.973], [-9.748, 1.945, -5.543], [-7.732, 0.229, -6.024], [-7.928, 0.842, -4.365], [-1.169, 1.885, -5.049], [-0.723, 3.177, -5.698], [-1.545, 3.300, -6.865], [-2.991, 2.653, -6.565], [-3.893, 3.685, -6.197], [-3.285, 1.721, -7.591], [-2.587, 1.851, -5.231], [-0.738, 1.018, -5.553], [-0.923, 1.846, -3.990], [0.330, 3.165, -5.970], [-0.921, 4.036, -5.053]],
  "relative_energy_ev": 0.000,
  "total_charge": 0,
  "multiplicity": 1,
  "homo_ev": -7.660
}

=====

# 4
{
  "formula": "C48H32Cl4N6PdS",
  "method": "wB97M-V/def2-TZVPD",
  "symbols": ["Pd", "Cl", "C", "C", "C", "C", "C", "C", "C", "C", "C", "C", "C", "C", "C", "C", "C", "C", "Cl", "C", "C", "C", "N", "C", "C", "C", "C", "C", "C", "Cl", "C", "C", "C", "C", "C", "C", "N", "C", "C", "C", "C", "C", "N", "C", "C", "C", "C", "Cl", "C", "C", "C", "C", "N", "H", "H", "H", "H", "H", "H", "H", "H", "H", "H", "H", "H", "H", "H", "H", "H", "H", "H", "H", "H", "H", "H", "H", "H", "C", "N", "C", "C", "N", "C", "S", "H", "H", "H", "H", "H", "H", "H", "H"],
  "positions_angstrom": [[-0.218, 0.937, 0.509], [6.367, 2.350, -5.578], [5.330, 2.228, -4.214], [4.456, 1.155, -4.108], [3.629, 1.061, -3.004], [3.653, 2.047, -2.003], [4.531, 3.128, -2.143], [5.376, 3.209, -3.230], [2.712, 1.865, -0.886], [1.756, 2.933, -0.545], [2.020, 4.356, -0.549], [0.871, 4.964, -0.201], [-0.129, 3.927, -0.033], [-1.462, 4.095, 0.140], [-2.057, 5.442, 0.185], [-2.886, 5.803, 1.250], [-3.427, 7.072, 1.321], [-3.166, 7.983, 0.302], [-3.852, 9.558, 0.378], [-2.368, 7.634, -0.779], [-1.810, 6.368, -0.829], [-2.399, 2.964, 0.231], [-2.066, 1.723, 0.508], [-3.254, 0.974, 0.524], [-3.352, -0.310, 0.952], [-4.672, -0.964, 1.037], [-5.707, -0.398, 1.779], [-6.943, -1.018, 1.850], [-7.150, -2.205, 1.162], [-8.686, -2.975, 1.236], [-6.127, -2.786, 0.418], [-4.890, -2.174, 0.372], [-2.202, -1.097, 1.423], [-2.338, -2.300, 2.210], [-1.086, -2.704, 2.513], [-0.173, -1.787, 1.861], [-0.935, -0.783, 1.247], [1.179, -1.914, 1.780], [2.021, -0.995, 1.010], [3.343, -1.329, 0.554], [3.740, -0.325, -0.257], [2.675, 0.652, -0.261], [1.644, 0.190, 0.564], [1.867, -3.068, 2.388], [2.940, -2.860, 3.258], [3.593, -3.930, 3.839], [3.191, -5.225, 3.528], [4.011, -6.562, 4.235], [2.142, -5.452, 2.648], [1.480, -4.374, 2.085], [-4.342, 1.854, 0.134], [-3.819, 3.088, -0.013], [0.511, 2.683, -0.207], [4.423, 0.407, -4.887], [2.931, 0.236, -2.918], [4.617, 3.881, -1.374], [6.080, 4.025, -3.322], [2.959, 4.837, -0.751], [0.702, 6.019, -0.071], [-3.087, 5.097, 2.047], [-4.049, 7.363, 2.155], [-2.194, 8.347, -1.572], [-1.211, 6.084, -1.686], [-5.537, 0.516, 2.334], [-7.743, -0.590, 2.438], [-6.310, -3.708, -0.116], [-4.095, -2.623, -0.211], [-3.272, -2.735, 2.521], [-0.793, -3.539, 3.126], [3.885, -2.218, 0.827], [4.685, -0.203, -0.759], [3.254, -1.852, 3.502], [4.409, -3.772, 4.530], [1.853, -6.466, 2.410], [0.683, -4.539, 1.371], [-5.365, 1.549, -0.004], [-4.322, 3.997, -0.294], [3.187, -3.390, -2.805], [2.011, -3.968, -2.201], [1.976, -5.362, -1.775], [0.490, -5.561, -1.473], [0.067, -4.185, -1.201], [0.910, -3.303, -1.833], [0.567, -1.687, -2.068], [3.451, -3.940, -3.709], [4.033, -3.428, -2.113], [2.970, -2.355, -3.059], [2.602, -5.500, -0.887], [2.341, -6.018, -2.564], [0.319, -6.210, -0.615], [-0.038, -5.970, -2.337], [-0.911, -3.946, -1.247]],
  "total_charge": 2,
  "multiplicity": 1,
  "homo_ev": -12.833
}

=====

Energy, respectively: -8796.716; -197039.033; -160473.010; -123628.924 eV.